Arrangement 1

Molecular formula: C3H10S2
Method: DFT, wB97M-V/def2-TZVPD

Frontier orbital gap, eV: 9.44
HOMO, hartree: -0.3320
Net charge: 0
LUMO level, Eh: 0.015
SMILES string: CSS.CC

Geometry (Å):
C 0.88 1.56 3.29
S 2.31 0.57 2.85
S 1.61 -0.45 1.09
H -0.03 1.01 3.55
H 1.13 2.18 4.15
H 0.65 2.24 2.47
H 2.34 0.40 0.36
C -1.67 -0.55 -1.86
C -0.51 -1.34 -2.50
H -2.28 -1.22 -1.25
H -1.51 0.34 -1.26
H -2.26 -0.21 -2.72
H 0.10 -1.98 -1.89
H 0.19 -0.66 -2.99
H -0.96 -1.88 -3.33

How is the electron density shared among the atoms? According to Mulliken, the charges in e are:
1. C -0.762
2. S -0.111
3. S -0.178
4. H 0.300
5. H 0.279
6. H 0.291
7. H 0.175
8. C -0.812
9. C -0.841
10. H 0.246
11. H 0.286
12. H 0.290
13. H 0.273
14. H 0.256
15. H 0.309



Arrangement 2

Molecular formula: C3H10S2
Method: DFT, wB97M-V/def2-TZVPD

Frontier orbital gap, eV: 9.83
HOMO, hartree: -0.3320
Net charge: 0
LUMO level, Eh: 0.029
SMILES string: CCS.CS

Geometry (Å):
C -0.73 -3.48 -0.62
C -0.10 -2.43 0.27
S -0.57 -0.74 -0.26
H -0.01 -3.88 -1.33
H -1.09 -4.33 -0.02
H -1.62 -3.15 -1.16
H 0.98 -2.49 0.21
H -0.45 -2.51 1.30
H -0.14 -0.10 0.84
C 0.37 3.47 -0.09
S 1.14 5.13 -0.01
H 0.66 3.05 -1.05
H -0.70 3.51 0.01
H 0.86 2.83 0.63
H 1.41 5.12 1.30

How is the electron density shared among the atoms? According to Mulliken, the charges in e are:
1. C -0.994
2. C -0.365
3. S -0.239
4. H 0.273
5. H 0.282
6. H 0.323
7. H 0.317
8. H 0.304
9. H 0.097
10. C -0.741
11. S -0.213
12. H 0.267
13. H 0.332
14. H 0.252
15. H 0.105



Least stable: arrangement 2



Arrangement 1

Molecular formula: C4H8N4
Method: DFT, wB97M-V/def2-TZVPD

Frontier orbital gap, eV: 9.46
HOMO, hartree: -0.3212
Net charge: 0
LUMO level, Eh: 0.026

Geometry (Å):
C 1.21 0.36 0.55
C 0.58 0.39 -0.82
C 0.73 1.62 -1.61
C -0.94 -2.06 1.48
N 0.41 -0.89 -1.51
N -0.28 -1.68 -0.79
N -0.23 0.47 0.39
N -0.79 -1.25 0.28
H 1.64 -0.67 0.84
H 1.75 1.25 0.79
H 1.67 1.73 -2.19
H 0.69 2.38 -0.94
H -0.13 1.86 -2.35
H 0.01 -2.46 1.65
H -1.50 -1.33 2.18
H -1.42 -2.96 1.16

How is the electron density shared among the atoms? According to Mulliken, the charges in e are:
1. C -0.585
2. C 1.204
3. C -1.262
4. C -0.722
5. N -0.464
6. N -0.368
7. N -0.530
8. N 0.311
9. H 0.183
10. H 0.350
11. H 0.269
12. H 0.436
13. H 0.271
14. H 0.325
15. H 0.284
16. H 0.298



Arrangement 2

Molecular formula: C4H8N4
Method: DFT, wB97M-V/def2-TZVPD

Frontier orbital gap, eV: 10.25
HOMO, hartree: -0.3513
Net charge: 0
LUMO level, Eh: 0.025
SMILES string: CNC(=NC#N)NC

Geometry (Å):
C -2.28 1.58 -0.24
N -1.83 0.12 -0.34
C -0.50 -0.12 -0.12
N 0.36 0.67 -0.63
C 1.71 0.46 -0.50
N 2.83 0.40 -0.44
N -0.35 -1.20 0.68
C 0.94 -1.67 1.18
H -1.36 2.16 -0.74
H -2.24 2.02 0.82
H -3.28 1.69 -0.60
H -2.02 -0.15 -1.14
H -1.16 -1.60 0.87
H 1.36 -2.09 0.50
H 0.78 -2.66 1.94
H 1.62 -0.87 1.59

How is the electron density shared among the atoms? According to Mulliken, the charges in e are:
1. C -0.750
2. N -0.386
3. C 0.748
4. N -0.600
5. C 0.382
6. N -0.491
7. N -0.160
8. C -1.113
9. H 0.312
10. H 0.236
11. H 0.305
12. H 0.156
13. H 0.194
14. H 0.609
15. H 0.246
16. H 0.311



Least stable: arrangement 1



Arrangement 1

Molecular formula: C4H8N4
Method: DFT, wB97M-V/def2-TZVPD

Frontier orbital gap, eV: 8.16
HOMO, hartree: -0.2806
Net charge: 0
LUMO level, Eh: 0.019

Geometry (Å):
C -0.09 -0.50 0.17
C 1.23 -1.19 0.31
C 2.18 -0.18 -0.22
C 1.41 1.01 -0.24
H -3.22 -0.99 -0.32
H -1.76 -0.46 -1.53
H 0.87 -2.19 -0.26
H 1.44 -1.52 1.28
H 3.30 -0.15 -0.76
H 1.71 1.94 -0.43
H -2.04 0.85 0.46
H -0.50 2.26 1.44
N -2.34 -0.29 -0.39
N -1.20 -1.21 0.30
N -0.02 0.80 -0.08
N -0.96 1.83 0.28

How is the electron density shared among the atoms? According to Mulliken, the charges in e are:
1. C 0.327
2. C -0.205
3. C -0.382
4. C -0.502
5. H 0.294
6. H 0.382
7. H 0.201
8. H 0.273
9. H 0.228
10. H 0.550
11. H 0.500
12. H 0.205
13. N -0.626
14. N -0.607
15. N 0.197
16. N -0.833



Arrangement 2

Molecular formula: C4H8N4
Method: DFT, wB97M-V/def2-TZVPD

Frontier orbital gap, eV: 9.90
HOMO, hartree: -0.3500
Net charge: 0
LUMO level, Eh: 0.014

Geometry (Å):
C -0.85 0.92 0.16
C 0.06 1.60 -0.50
C -0.25 -1.19 -0.51
C 1.85 -0.63 0.40
H -2.66 0.01 -0.66
H -2.44 -1.83 0.16
H -1.48 1.72 0.79
H 0.12 2.79 -0.65
H 1.08 0.99 -0.97
H -0.91 -1.75 -1.03
H 1.42 -0.69 1.49
H 3.38 0.24 1.04
N -2.32 -0.53 0.31
N -0.85 -0.44 0.46
N 1.01 -1.27 -0.58
N 2.84 0.06 0.09

How is the electron density shared among the atoms? According to Mulliken, the charges in e are:
1. C -0.244
2. C -0.513
3. C 0.006
4. C 0.091
5. H 0.331
6. H 0.299
7. H 0.296
8. H 0.254
9. H 0.221
10. H 0.551
11. H 0.313
12. H 0.268
13. N -0.738
14. N 0.008
15. N -0.598
16. N -0.544



Arrangement 3

Molecular formula: C4H8N4
Method: DFT, wB97M-V/def2-TZVPD

Frontier orbital gap, eV: 9.88
HOMO, hartree: -0.3469
Net charge: 0
LUMO level, Eh: 0.016
SMILES string: [H]/N=C(/C(N)=N\[H])N1CC1

Geometry (Å):
H -0.15 2.49 -0.33
N 0.64 1.72 -0.22
C 0.45 0.53 -0.20
C 1.67 -0.12 -0.05
N 1.45 -1.56 -0.17
N 2.80 0.25 0.36
H 3.10 1.20 0.47
N -0.92 -0.01 -0.63
C -2.07 0.37 0.11
C -1.60 -0.93 0.36
H 2.45 -1.72 -0.84
H 0.56 -1.60 -0.87
H -3.21 0.45 -0.35
H -1.81 1.28 0.86
H -2.14 -1.74 0.11
H -1.21 -0.62 1.39

How is the electron density shared among the atoms? According to Mulliken, the charges in e are:
1. H 0.286
2. N -0.483
3. C 0.497
4. C 0.212
5. N -0.653
6. N -0.673
7. H 0.237
8. N -0.370
9. C -0.179
10. C -0.618
11. H 0.330
12. H 0.364
13. H 0.201
14. H 0.251
15. H 0.382
16. H 0.217



Least stable: arrangement 1



Arrangement 1

Molecular formula: C4H8N4
Method: DFT, wB97M-V/def2-TZVPD

Frontier orbital gap, eV: 10.12
HOMO, hartree: -0.3516
Net charge: 0
LUMO level, Eh: 0.020
SMILES string: [H]/N=C(\CC#N)N(C)N

Geometry (Å):
H -1.49 -0.92 -1.96
N -0.73 -0.28 -1.74
C -0.64 -0.08 -0.47
C -1.57 -0.58 0.59
C -0.52 -1.32 1.52
N -0.09 -2.12 2.25
N 0.54 0.46 0.14
C 1.83 -0.05 -0.35
N 0.51 1.90 0.10
H -1.92 0.26 1.21
H -2.40 -1.15 0.18
H 2.62 0.26 0.34
H 1.81 -1.15 -0.39
H 2.05 0.34 -1.35
H -0.18 2.25 0.77
H 0.17 2.18 -0.83

How is the electron density shared among the atoms? According to Mulliken, the charges in e are:
1. H 0.249
2. N -0.657
3. C 0.317
4. C -0.446
5. C 0.291
6. N -0.462
7. N 0.189
8. C -0.860
9. N -0.744
10. H 0.196
11. H 0.425
12. H 0.316
13. H 0.319
14. H 0.315
15. H 0.246
16. H 0.307



Arrangement 2

Molecular formula: C4H8N4
Method: DFT, wB97M-V/def2-TZVPD

Frontier orbital gap, eV: 9.66
HOMO, hartree: -0.3242
Net charge: 0
LUMO level, Eh: 0.031
SMILES string: [H]/N=C/N(/C=N/C)N=C

Geometry (Å):
H 2.21 -2.14 1.63
N 1.64 -1.51 1.01
C 0.53 -1.16 1.51
N -0.26 -0.23 0.93
C 0.00 0.33 -0.29
N 0.29 -0.42 -1.27
C 0.82 0.10 -2.48
N -1.34 0.15 1.76
C -2.06 1.09 1.29
H 0.12 -1.22 2.57
H 0.01 1.47 -0.40
H 0.80 1.28 -2.48
H 0.13 -0.26 -3.26
H 1.90 -0.24 -2.68
H -2.81 1.45 1.92
H -1.98 1.33 0.24

How is the electron density shared among the atoms? According to Mulliken, the charges in e are:
1. H 0.242
2. N -0.570
3. C 0.008
4. N 0.530
5. C -0.256
6. N -0.337
7. C -0.635
8. N -0.723
9. C -0.394
10. H 0.317
11. H 0.428
12. H 0.254
13. H 0.239
14. H 0.236
15. H 0.297
16. H 0.364



Arrangement 3

Molecular formula: C4H8N4
Method: DFT, wB97M-V/def2-TZVPD

Frontier orbital gap, eV: 8.21
HOMO, hartree: -0.2787
Net charge: 0
LUMO level, Eh: 0.023
SMILES string: N/N=C/C=C\C=N\N

Geometry (Å):
N 2.24 -1.56 0.01
N 1.30 -0.60 -0.02
C 1.62 0.63 -0.07
C 0.69 1.71 -0.11
C -0.67 1.73 0.02
C -1.56 0.62 0.26
N -1.34 -0.54 -0.22
N -2.29 -1.53 0.03
H 1.91 -2.46 0.43
H 3.24 -1.46 0.24
H 2.77 0.76 -0.03
H 1.25 2.57 -0.27
H -1.06 2.67 -0.07
H -2.58 0.99 0.70
H -3.28 -1.17 0.15
H -2.05 -2.25 -0.61

How is the electron density shared among the atoms? According to Mulliken, the charges in e are:
1. N -0.650
2. N 0.121
3. C 0.017
4. C -0.496
5. C -0.450
6. C -0.054
7. N -0.048
8. N -0.577
9. H 0.225
10. H 0.224
11. H 0.239
12. H 0.328
13. H 0.385
14. H 0.242
15. H 0.246
16. H 0.248



Least stable: arrangement 3



Arrangement 1

Molecular formula: C4H8N4
Method: DFT, wB97M-V/def2-TZVPD

Frontier orbital gap, eV: 9.30
HOMO, hartree: -0.3111
Net charge: 0
LUMO level, Eh: 0.031

Geometry (Å):
C 0.59 -0.02 -0.17
C 0.06 -0.95 0.97
C -0.18 -1.32 -0.36
C -0.37 1.13 -0.08
H 2.60 0.37 -1.10
H 2.34 0.01 0.68
H -1.15 -0.47 1.27
H 0.72 -1.48 1.87
H 0.18 -2.21 -0.96
H -1.86 -0.57 -1.66
H -2.42 0.98 0.77
H 0.98 2.60 -0.45
N 2.03 -0.14 -0.33
N -1.71 -0.95 -0.54
N -1.62 0.57 0.09
N -0.21 2.43 -0.02

How is the electron density shared among the atoms? According to Mulliken, the charges in e are:
1. C 0.257
2. C -0.740
3. C -0.074
4. C 0.288
5. H 0.265
6. H 0.337
7. H 0.343
8. H 0.270
9. H 0.362
10. H 0.335
11. H 0.316
12. H 0.248
13. N -0.492
14. N -0.445
15. N -0.490
16. N -0.778



Arrangement 2

Molecular formula: C4H8N4
Method: DFT, wB97M-V/def2-TZVPD

Frontier orbital gap, eV: 7.79
HOMO, hartree: -0.2959
Net charge: 0
LUMO level, Eh: -0.010

Geometry (Å):
C 3.47 0.50 0.24
C 0.61 0.11 0.03
C -0.71 -0.08 -0.20
C -3.25 -0.81 0.10
H 3.67 0.98 -1.03
H 3.29 1.41 1.06
H 4.53 0.06 0.58
H 0.97 1.18 0.20
H -0.98 -1.05 -0.08
H -1.51 1.89 -0.52
H -4.43 -0.99 0.50
H -2.56 -1.76 0.04
N 2.69 -0.75 0.01
N 1.52 -0.73 -0.26
N -1.69 0.98 -0.27
N -3.05 0.48 0.26

How is the electron density shared among the atoms? According to Mulliken, the charges in e are:
1. C -0.668
2. C -0.524
3. C 0.360
4. C -0.172
5. H 0.235
6. H 0.259
7. H 0.276
8. H 0.254
9. H 0.158
10. H 0.219
11. H 0.242
12. H 0.291
13. N -0.526
14. N 0.022
15. N -0.060
16. N -0.367



Arrangement 3

Molecular formula: C4H8N4
Method: DFT, wB97M-V/def2-TZVPD

Frontier orbital gap, eV: 10.39
HOMO, hartree: -0.3470
Net charge: 0
LUMO level, Eh: 0.035
SMILES string: CN(C)n1ccnn1

Geometry (Å):
C -1.42 1.23 -0.26
N -0.95 -0.04 0.32
C -1.61 -1.22 -0.07
N 0.52 -0.03 0.10
C 1.63 0.13 0.98
C 2.74 -0.10 0.27
N 2.36 -0.16 -1.03
N 1.06 -0.04 -1.10
H -1.72 1.16 -1.34
H -2.17 1.55 0.40
H -0.56 1.92 -0.29
H -1.32 -1.41 -1.18
H -1.13 -1.97 0.56
H -2.68 -1.23 0.03
H 1.49 0.25 2.02
H 3.76 -0.03 0.60

How is the electron density shared among the atoms? According to Mulliken, the charges in e are:
1. C -0.853
2. N -0.189
3. C -0.806
4. N 0.499
5. C -0.309
6. C -0.330
7. N -0.515
8. N -0.239
9. H 0.291
10. H 0.370
11. H 0.326
12. H 0.331
13. H 0.282
14. H 0.322
15. H 0.423
16. H 0.398



Least stable: arrangement 2



Arrangement 1

Molecular formula: C4H8N4
Method: DFT, wB97M-V/def2-TZVPD

Frontier orbital gap, eV: 7.99
HOMO, hartree: -0.3071
Net charge: 0
LUMO level, Eh: -0.013

Geometry (Å):
C 2.09 -1.44 -0.57
C 0.20 -0.55 -0.26
C 1.07 0.51 -0.04
C -2.71 -0.11 0.49
N 0.81 -1.65 -0.65
N 2.29 -0.12 -0.19
N 1.16 1.90 0.25
N -2.09 -0.07 -0.83
H 2.76 -2.14 -0.74
H -3.56 -0.79 0.55
H -1.99 -0.49 1.27
H -2.94 0.94 0.73
H 3.05 0.53 -0.15
H 0.21 2.23 0.24
H 1.55 2.15 1.16
H -1.90 -0.91 -1.24

How is the electron density shared among the atoms? According to Mulliken, the charges in e are:
1. C -0.398
2. C 0.004
3. C 0.305
4. C -0.532
5. N -0.546
6. N -0.121
7. N -0.558
8. N -0.501
9. H 0.535
10. H 0.345
11. H 0.208
12. H 0.227
13. H 0.227
14. H 0.286
15. H 0.261
16. H 0.258



Arrangement 2

Molecular formula: C4H8N4
Method: DFT, wB97M-V/def2-TZVPD

Frontier orbital gap, eV: 9.34
HOMO, hartree: -0.3221
Net charge: 0
LUMO level, Eh: 0.021
SMILES string: [H]/N=C\N/N=C\[C@H]1CN1

Geometry (Å):
H 0.87 -2.57 2.15
N 0.96 -3.09 1.15
C 0.65 -2.56 0.00
N -0.04 -1.17 0.05
N -0.54 -0.79 -1.28
C -0.56 0.43 -1.61
C -0.09 1.60 -0.76
C -0.76 1.67 0.72
N 0.59 1.40 0.58
H 0.78 -3.16 -1.13
H 0.55 -0.40 0.28
H -1.17 0.69 -2.43
H 0.07 2.58 -1.11
H -1.20 0.46 0.96
H -1.15 2.48 1.71
H 1.05 2.43 0.74

How is the electron density shared among the atoms? According to Mulliken, the charges in e are:
1. H 0.275
2. N -0.644
3. C 0.158
4. N -0.202
5. N -0.518
6. C -0.413
7. C -0.082
8. C -0.300
9. N -0.601
10. H 0.288
11. H 0.332
12. H 0.423
13. H 0.434
14. H 0.286
15. H 0.246
16. H 0.319



Least stable: arrangement 2